(1)
A molecular structure, C6H4 at a distorted geometry, computed with ωB97M-V with the def2-TZVPD basis set.

Calculated values
* total charge: 0
* ΔE to the lowest compared entry with this formula, charge and spin: 525.02 kJ/mol
* electronic energy: -230.67673 Ha

Cartesian coordinates (Å):
C1 -1.23699 0.70060 -1.28340
C2 -1.50390 -0.46064 -1.77402
C3 -0.07348 0.90129 -0.59074
C4 0.30740 -0.37692 -1.20745
C5 0.32843 0.67954 0.80546
C6 0.40069 -0.78762 0.30596
H1 1.30666 1.07677 1.05938
H2 -0.40413 0.94268 1.56747
H3 -0.46025 -1.37425 0.61004
H4 1.33558 -1.30145 0.50729



(2)
C18H22F2N2O in the gas phase at a distorted geometry, computed with ωB97M-V with the def2-TZVPD basis set.

Calculated values
* total charge: 0
* ΔE to the lowest compared entry with this formula, charge and spin: 0.00 kJ/mol
* electronic energy: -1083.53091 Ha
* structure (SMILES): CCCN(CCc1ccc(F)c(F)c1)C[C@H](O)c1cccnc1

Cartesian coordinates (Å):
C1 3.99199 1.86180 -0.23573
C2 2.57864 1.35157 -0.55833
C3 2.04965 0.63674 0.66602
N1 0.71009 0.07475 0.46058
C4 0.59646 -1.15156 -0.31166
C5 0.03300 -0.82189 -1.68538
C6 0.17709 -2.04166 -2.59884
C7 1.44730 -2.55329 -2.94134
C8 1.53109 -3.73258 -3.68568
C9 0.35484 -4.33346 -4.17952
F1 0.47149 -5.49841 -4.86778
C10 -0.91259 -3.78699 -3.82976
F2 -2.07900 -4.32230 -4.19176
C11 -0.97952 -2.65739 -3.03778
C12 -0.56118 0.79208 0.80798
C13 -0.63325 1.28672 2.28888
O1 -0.20629 0.22733 3.07883
C14 -1.99694 1.71914 2.75687
C15 -2.25776 3.05782 2.97896
C16 -3.52800 3.45104 3.43508
C17 -4.52320 2.45774 3.61995
N2 -4.28264 1.17343 3.42050
C18 -3.04099 0.80171 2.97960
H1 4.39995 2.39560 -1.09083
H2 4.62994 1.02422 0.01350
H3 3.98170 2.54951 0.60612
H4 1.91284 2.22218 -0.77802
H5 2.62215 0.72809 -1.46656
H6 2.07816 1.37484 1.45916
H7 2.75209 -0.15566 0.95994
H8 1.55169 -1.66843 -0.38809
H9 -0.14766 -1.82861 0.14429
H10 -1.01172 -0.54678 -1.59902
H11 0.54286 0.03589 -2.07866
H12 2.33593 -2.12859 -2.48622
H13 2.48540 -4.24036 -3.86886
H14 -1.95806 -2.23360 -2.81030
H15 -1.43738 0.15610 0.56629
H16 -0.63081 1.64028 0.10036
H17 0.03313 2.13140 2.35473
H18 0.54764 -0.19154 2.58281
H19 -1.48610 3.81794 2.89013
H20 -3.78639 4.49409 3.67892
H21 -5.47954 2.73657 3.99042
H22 -2.87611 -0.30549 2.85020